Record 1
A structure of composition C35H37IP2Pd at a distorted geometry, computed with ωB97M-V/def2-TZVPD.

```
76
Properties=species:S:1:pos:R:3:lowdin_charge:R:1
I 1.372 -1.584 5.046 0.431
Pd 0.268 -1.940 2.724 0.385
P -2.559 1.935 -0.467 0.973
P -2.560 -0.480 -2.166 0.973
C -4.642 0.044 -3.971 -0.115
C -4.923 5.941 -0.477 -0.091
C -3.319 -1.907 -4.589 -0.089
C -0.567 -4.050 -1.975 -0.091
C 4.162 -0.987 1.592 -0.183
C 0.866 -2.545 -3.221 -0.083
C -0.011 -1.485 -2.957 -0.094
C 0.094 3.582 2.312 -0.079
C -0.999 3.454 1.442 -0.079
C -1.731 0.993 -2.845 -0.336
C -1.219 -1.733 -2.287 -0.409
C 0.983 2.521 2.514 -0.077
C -5.304 0.000 -5.203 -0.088
C -1.216 2.236 0.779 -0.361
C -3.759 5.866 -1.253 -0.085
C -1.446 -3.001 -1.710 -0.118
C 6.462 -2.146 3.173 -0.215
C 4.857 0.096 2.432 -0.212
C 4.264 -2.417 2.029 -0.120
C -5.398 4.825 0.230 -0.086
C -4.949 -0.997 -6.127 -0.100
C 4.550 0.020 3.895 -0.151
C 4.894 -0.968 4.705 -0.172
C -3.479 3.551 -0.561 -0.381
C -1.561 2.018 -1.962 -0.338
C -3.983 -1.965 -5.823 -0.086
C 0.769 1.320 1.828 -0.116
C 5.278 -2.940 2.717 -0.110
C 0.567 -3.834 -2.767 -0.091
C -3.055 4.655 -1.323 -0.098
C 6.271 -1.618 4.616 -0.169
C 0.643 -3.786 3.492 -0.462
C -3.608 -0.875 -3.675 -0.355
C -0.307 1.174 0.964 -0.122
C -4.677 3.634 0.181 -0.114
H -6.068 0.755 -5.443 0.106
H 7.114 -0.965 4.925 0.119
H -0.030 -4.378 2.831 -0.017
H 4.255 -1.382 5.527 0.040
H -1.389 1.010 -3.892 0.087
H 1.768 -2.354 -3.810 0.104
H 1.686 -3.886 3.194 -0.053
H 3.924 0.849 4.235 0.092
H -4.886 0.831 -3.253 0.098
H -5.460 6.882 -0.411 0.098
H -2.532 -2.629 -4.364 0.096
H 4.604 -0.908 0.593 0.121
H -0.879 2.854 -2.111 0.074
H 0.212 -0.482 -3.330 0.090
H 3.429 -3.039 1.670 0.093
H 1.450 0.479 1.976 0.047
H 4.466 1.066 2.083 0.106
H -3.720 -2.754 -6.543 0.106
H -2.159 4.590 -1.947 0.091
H 3.099 -0.713 1.523 0.073
H -5.425 -1.007 -7.101 0.095
H 6.703 -1.353 2.456 0.089
H 6.289 -2.532 5.236 0.106
H -1.651 4.310 1.238 0.101
H 5.935 0.128 2.226 0.095
H -3.379 6.751 -1.785 0.107
H -5.009 2.761 0.745 0.097
H -0.439 0.241 0.405 0.086
H 0.261 4.532 2.820 0.103
H 5.384 -4.015 2.931 0.112
H 7.314 -2.834 3.229 0.106
H -6.306 4.887 0.836 0.105
H 1.846 2.627 3.171 0.102
H -0.784 -5.045 -1.584 0.104
H 1.227 -4.663 -3.017 0.101
H -2.347 -3.159 -1.111 0.102
H 0.465 -4.059 4.537 -0.070
```

Its spin multiplicity is 3. The calculation puts the LUMO energy (alpha / beta) at 0.0 / -2.4 eV. As for the HOMO energy (alpha / beta): -6.83 / -7.51 eV. The calculation puts the frontier orbital gap (alpha / beta) at 6.7974 / 5.0916 eV.

Record 2
A cluster of 8 separate species, C12H40N2O8 in total at a distorted geometry, computed with ωB97M-V/def2-TZVPD.

```
62
Properties=species:S:1:pos:R:3:lowdin_charge:R:1
O 2.163 -3.597 1.581 -0.083
O -0.581 0.413 0.585 -0.128
O -0.838 -2.288 0.978 -0.102
O -1.574 -0.312 -1.834 -0.139
O 2.614 -0.962 -2.281 -0.138
O -2.443 2.341 0.011 -0.044
O 2.385 2.358 -4.548 -0.113
O -2.467 -1.610 4.386 -0.059
N -1.435 -3.641 -0.880 0.174
N 0.351 -2.554 -1.059 0.184
C 3.656 -0.015 -2.188 -0.138
C -3.227 2.149 1.144 -0.339
C 1.419 3.008 -3.690 -0.131
C 2.900 -2.471 1.218 -0.326
C -2.468 -0.449 3.659 -0.347
C 1.046 1.671 -0.528 -0.076
C -1.242 0.146 -3.114 -0.176
C 3.029 -1.465 2.405 -0.063
C -1.030 0.086 3.834 -0.055
C -0.620 -2.823 -0.290 -0.607
C 0.789 0.752 0.686 -0.259
C -4.564 2.864 1.079 -0.077
H 4.559 -0.460 -2.615 0.087
H -1.873 -0.266 -3.882 0.078
H 3.853 -2.813 0.957 0.087
H 1.051 -1.814 -0.943 0.080
H -1.502 1.211 -3.049 0.082
H 2.078 -4.198 0.808 0.100
H 2.059 2.069 -0.451 0.073
H 0.725 2.204 -3.319 0.057
H -0.380 -0.225 3.046 0.026
H -4.441 3.955 1.228 0.080
H 1.889 3.594 -2.897 0.078
H -2.153 -4.086 -0.323 0.129
H -0.214 0.136 -3.339 0.037
H 3.784 -1.853 3.107 0.072
H 3.430 -0.505 2.032 0.066
H -0.759 -0.311 1.159 0.023
H 2.374 -2.057 0.320 0.071
H -1.003 0.177 -1.161 0.055
H 0.435 2.637 -0.609 0.113
H -3.214 0.255 4.000 0.104
H -0.633 -0.212 4.841 0.102
H -3.486 1.089 1.308 0.104
H -2.636 2.390 2.010 0.104
H 0.905 1.336 1.633 0.132
H 1.446 -0.090 0.592 0.075
H 0.256 -2.817 -2.018 0.118
H -1.043 -4.257 -1.539 0.096
H -2.676 -0.589 2.600 0.090
H 3.765 0.204 -1.098 0.092
H 2.095 -1.262 2.981 0.080
H 2.067 2.352 -5.410 0.033
H -1.058 1.148 3.753 0.054
H 0.807 3.753 -4.226 0.084
H -3.333 -2.029 4.310 0.095
H 3.423 0.890 -2.720 0.055
H -5.233 2.566 1.870 0.062
H 2.671 -1.282 -3.175 0.077
H -5.124 2.665 0.188 0.066
H -1.675 1.914 0.259 -0.018
H 0.911 1.009 -1.390 0.049
```

The SMILES is NC(N)=O.CCO.CCO.CCO.CCO.CO.CO.CO. The calculation puts the LUMO energy at 0.2 eV. As for the HOMO energy: -9.24 eV. The calculation puts the frontier orbital gap at 9.4608 eV.

Record 3
A cluster of 4 separate species, C2H13NO3 in total at a distorted geometry, computed with ωB97M-V/def2-TZVPD.

```
19
Properties=species:S:1:pos:R:3:lowdin_charge:R:1
O -2.170 -0.318 -2.791 -0.079
O 1.529 1.730 -1.811 -0.043
O -2.229 -0.562 0.288 -0.153
N 0.100 0.442 0.391 -0.015
C 1.213 -0.414 0.860 -0.290
C 0.745 -1.254 2.032 -0.091
H 0.014 1.147 1.113 0.103
H -1.421 -0.517 -2.218 0.008
H 0.867 -0.710 2.969 0.071
H 1.619 2.656 -1.571 0.053
H -1.262 -0.182 0.295 -0.041
H 1.273 -2.200 2.152 0.071
H 2.080 0.210 1.080 0.104
H -2.860 -0.277 -2.115 0.017
H 0.418 0.945 -0.429 0.045
H 1.644 1.652 -2.762 0.056
H -0.302 -1.512 1.907 0.063
H 1.517 -1.000 0.003 0.106
H -2.776 0.164 0.608 0.015
```

The SMILES is CCN.O.O.O. The calculation puts the LUMO energy at 0.3 eV. As for the HOMO energy: -9.86 eV. The calculation puts the frontier orbital gap at 10.2007 eV.